No. 1
ORCA calculation (ωB97M-V with the def2-TZVPD basis set) on a cluster of 2 separate species, C2H4N2O2 in total at a distorted geometry.

Last column: Löwdin spin population.
Positions of all 10 atoms, in Å:
C  1.52  0.24  0.25  0.014
C  0.51  -0.26  -0.71  0.020
N  -0.72  -0.12  -0.49  0.235
N  -3.47  -0.45  -0.21  0.761
O  -1.16  0.17  0.69  0.608
O  -2.95  0.07  0.67  0.358
H  2.41  0.76  -0.25  -0.001
H  0.93  0.90  0.88  0.006
H  2.07  -0.55  0.73  0.001
H  0.85  -0.76  -1.56  -0.001

As for the expectation value of S²: 2.014. Its molar mass is 88.07 Da. The spin multiplicity is 3. For the total energy, the calculation gives -338.34476 Ha. The largest force on an atom is 0.0964 hartree/bohr.


No. 2
ORCA calculation (ωB97M-V with the def2-TZVPD basis set) on a structure of composition C2H4N2O2S at a distorted geometry.

Last column: Löwdin charge in e.
Positions of all 11 atoms, in Å:
C  -0.41  0.33  -0.17  -0.594
C  1.74  0.24  0.23  -0.345
H  -3.54  0.54  -0.25  -0.178
H  -0.50  -1.56  -0.92  0.200
H  1.81  0.13  1.42  0.161
H  2.78  0.72  -0.19  0.185
N  -1.49  0.99  -0.04  -0.169
N  0.01  -1.02  -0.02  0.056
O  1.53  -1.10  -0.06  -0.056
O  0.78  1.09  -0.12  0.015
S  -2.70  -0.36  0.12  0.724

Its molar mass is 120.13 Da. For the total energy, the calculation gives -736.62347 Ha. The largest force on an atom is 0.1479 hartree/bohr.